Entry 1:
C42H41BrCoN3OSi | wB97M-V/def2-TZVPD

Values from the calculation:
Gap between HOMO and LUMO (alpha / beta), eV: 6.354 / 6.444
2S+1: 2
⟨S²⟩: 0.80
Net charge: -1
Energy relative to the best compared isomer or geometry (same formula, charge and spin), kJ/mol: 37.2
E_LUMO (alpha / beta), eV: 1.80 / 1.80

```
90
Properties=species:S:1:pos:R:3:forces:R:3
Br -0.09592 0.85265 2.41345 -0.010 -0.030 -0.136
Co -0.36172 0.53562 -0.03119 0.247 0.337 0.102
Si -2.09099 2.00706 -0.19224 -0.099 -0.144 -0.174
O 1.65422 0.47801 0.03503 -0.199 -0.158 0.048
N -4.49425 -4.86961 -7.64160 0.004 0.002 0.006
N -0.29660 0.60021 -1.95370 -0.032 0.059 0.131
N -1.43824 -1.26785 -0.03825 0.079 0.109 0.124
C -2.46792 -4.16920 -4.88424 -0.019 0.059 0.005
C -1.90245 -3.46144 -3.83849 -0.046 -0.011 -0.016
C 3.76635 0.13437 1.11835 0.034 -0.005 0.020
C -3.49590 1.48975 -1.37544 -0.043 -0.054 0.100
C 4.60713 0.20043 4.90452 0.018 -0.007 0.002
C -2.27465 -2.14150 -3.60029 0.020 0.039 0.026
C -1.95648 -1.94191 0.97490 0.045 0.057 -0.120
C 4.05327 -0.93668 5.77458 -0.014 0.000 0.001
C -3.78972 4.07444 3.05668 -0.009 0.020 0.014
C -4.84805 1.83338 -3.36929 -0.009 0.024 -0.021
C -1.96183 -1.82662 -1.19207 0.146 0.067 0.064
C -3.49290 1.44763 2.25621 0.029 -0.028 -0.006
C -3.78594 2.19139 -2.54562 0.027 0.081 -0.016
C 4.60496 -0.08624 -0.15195 0.002 -0.008 -0.047
C -3.42217 -3.55273 -5.69230 0.013 0.056 0.041
C -2.84730 -2.88160 -0.83971 -0.129 -0.200 -0.004
C -5.36790 0.02069 -1.88985 -0.016 -0.001 -0.019
C 3.81511 -0.05546 -1.46527 -0.002 0.004 -0.036
C -4.01759 -4.28360 -6.77440 -0.054 -0.065 -0.097
C 4.44597 1.53029 5.65366 -0.008 0.012 0.013
C 3.84251 0.25742 3.58323 -0.031 0.006 -0.001
C 2.36593 0.37965 1.11014 -0.052 -0.019 -0.008
C 0.31025 1.19413 -4.04737 0.041 -0.005 -0.045
C -4.30110 0.38225 -1.08095 0.025 0.037 0.012
C -1.66790 -1.37454 -2.47836 -0.047 -0.031 -0.073
C -3.15984 3.77364 1.85570 0.025 0.058 -0.028
C -5.65395 0.75502 -3.03457 0.003 -0.043 -0.027
C 5.28891 -1.46220 -0.07424 0.006 0.021 0.012
C -4.28201 3.05561 3.85895 -0.012 0.001 0.012
C 0.40434 1.46914 -2.66179 -0.111 -0.091 0.038
C -2.99531 2.45743 1.42447 -0.007 -0.086 0.001
C 2.46813 0.48268 3.58626 0.011 -0.018 -0.008
C 5.68250 1.00707 -0.24356 -0.002 -0.018 0.008
C -0.88474 -0.28332 -2.84649 0.079 0.052 0.167
C 6.10161 -0.04763 4.69607 0.005 -0.004 -0.014
C -3.22038 -1.52828 -4.41765 -0.004 -0.038 -0.016
C -4.13292 1.73629 3.45247 -0.013 0.000 0.024
C -3.80129 -2.23090 -5.45777 0.050 -0.046 0.026
C -2.84641 -2.95391 0.53323 -0.026 -0.056 -0.014
C -0.49807 0.08952 -4.16313 -0.031 -0.003 -0.201
C 4.43866 0.08864 2.33860 -0.005 -0.004 -0.023
C 1.78779 0.52547 2.39342 0.051 0.007 0.090
H 6.56121 0.74565 4.10309 -0.004 0.005 0.003
H 6.29006 0.86150 -1.14133 -0.003 -0.003 0.000
H -3.39538 -3.63958 1.15950 -0.013 -0.004 -0.010
H -5.05180 2.40576 -4.26764 -0.001 -0.003 0.010
H 3.33555 0.90716 -1.62971 0.025 -0.021 -0.009
H -3.17766 3.04987 -2.81138 0.004 -0.012 -0.010
H 6.28428 -0.99924 4.19286 -0.005 -0.002 0.003
H -6.48999 0.47878 -3.66700 0.005 0.001 0.003
H 4.98238 1.50331 6.60662 0.003 -0.003 -0.002
H 4.83969 2.35570 5.05765 0.007 -0.002 -0.003
H -5.97303 -0.83985 -1.62913 -0.006 -0.003 -0.001
H 6.60615 -0.07873 5.66458 -0.003 0.003 0.004
H -3.36545 0.40747 1.96852 -0.004 0.012 -0.008
H -1.69622 3.35138 -0.74328 -0.007 0.004 0.025
H -3.41459 -3.49052 -1.52731 0.001 0.025 0.030
H 5.21868 1.99367 -0.30127 -0.009 -0.004 -0.002
H -2.17720 -5.19251 -5.07886 -0.008 -0.006 -0.011
H 6.34969 0.99953 0.61973 0.006 -0.004 0.016
H 0.94963 2.25894 -2.16841 0.016 0.015 0.011
H 0.79216 1.74694 -4.83766 -0.004 -0.011 -0.015
H -3.50209 -0.50205 -4.22121 -0.013 0.006 0.020
H -4.77452 3.28651 4.79593 0.001 0.001 -0.001
H 5.50414 -0.09399 2.30557 0.024 -0.003 -0.005
H -4.54485 -1.76188 -6.08801 -0.005 -0.017 -0.012
H 5.89317 -1.63021 -0.97008 -0.001 0.002 -0.002
H -4.09147 -0.21725 -0.20062 -0.002 0.010 0.003
H 4.16860 -1.89670 5.26798 0.004 -0.001 -0.002
H 3.02893 -0.80799 -1.48778 0.028 0.010 -0.013
H -3.89642 5.10773 3.36655 -0.004 -0.003 0.002
H 2.99152 -0.79647 5.98196 0.000 0.003 0.003
H 5.94375 -1.55110 0.79376 0.005 0.007 0.015
H -1.16575 -3.92742 -3.19734 0.003 0.010 0.000
H 3.39734 1.74425 5.86419 -0.005 -0.004 -0.001
H 1.92376 0.61928 4.51302 -0.010 0.003 -0.004
H 4.54054 -2.25457 -0.01334 -0.007 0.005 -0.003
H -0.78719 -0.42208 -5.06832 0.035 0.035 0.017
H -2.78338 4.58261 1.23859 0.000 -0.001 0.002
H -4.50837 0.93072 4.07290 0.000 0.003 0.001
H 4.51376 -0.24673 -2.28596 0.016 -0.008 -0.013
H 4.58142 -0.98307 6.73133 0.005 0.002 -0.001
H -1.68623 -1.69949 1.99319 0.000 0.015 0.017
```
Positions in Å, forces in eV/Å.



Entry 2:
C2H6OS | wB97M-V/def2-TZVPD

Values from the calculation:
Gap between HOMO and LUMO (alpha / beta), eV: 2.867 / 6.247
2S+1: 2
⟨S²⟩: 0.75
Net charge: -1
Energy relative to the best compared isomer or geometry (same formula, charge and spin), kJ/mol: 64.5
E_LUMO (alpha / beta), eV: 3.39 / 3.34

```
10
Properties=species:S:1:pos:R:3:forces:R:3
S -1.34193 1.18746 0.31530 -0.072 0.067 0.169
O 2.69720 0.87600 -2.05428 -0.122 -0.042 -0.109
C -2.12681 0.12485 1.56777 -0.010 0.052 0.010
C 2.65918 -0.39802 -1.94205 -0.374 -0.289 0.205
H -1.44181 -0.62906 1.94642 0.130 0.034 -0.096
H -0.22117 0.47658 0.16325 0.223 -0.120 -0.135
H -2.98025 -0.37913 1.12492 -0.115 -0.055 0.062
H 3.46532 -0.96789 -1.46762 0.391 -0.040 0.162
H -2.45277 0.73133 2.41315 -0.037 -0.007 -0.091
H 1.74304 -1.02212 -2.06685 -0.014 0.399 -0.176
```
Positions in Å, forces in eV/Å.



Entry 3:
C4H25N2O8 | wB97M-V/def2-TZVPD

Values from the calculation:
Gap between HOMO and LUMO, eV: 9.031
Net charge: -1
Energy relative to the best compared isomer or geometry (same formula, charge and spin), kJ/mol: 107.8
E_LUMO, eV: 3.09

```
39
Properties=species:S:1:pos:R:3:forces:R:3
O -1.13822 3.08431 1.72975 0.066 -0.623 -0.356
O 1.38973 0.93475 -1.73774 -0.638 1.159 0.436
O 1.59622 3.07325 0.41920 0.228 0.282 0.264
O -0.43256 1.34232 -0.15687 0.070 0.093 0.001
O 1.48978 -2.16756 -1.96984 0.290 -0.804 0.647
O 1.40101 -0.40887 -3.94976 -0.216 0.642 -0.291
O 4.02794 -0.33205 -2.88775 -0.521 -0.125 0.205
O -2.29035 -2.04073 -3.14567 -0.349 0.374 0.290
N -0.29937 -0.63751 4.32872 -0.212 0.205 0.363
N -1.97941 0.11736 1.13279 -0.734 -1.671 -1.009
C -0.13865 -1.70285 1.31505 -0.455 1.665 -1.528
C -1.36709 -0.89396 3.33554 1.675 0.378 0.034
C -0.90987 -0.50186 1.89581 -0.079 -0.064 1.559
C -1.60066 0.53815 -0.20830 1.859 1.047 0.976
H -0.71597 -2.43608 0.75320 -0.395 -0.139 0.440
H -0.17680 0.29186 2.05901 0.435 -0.128 0.047
H -3.05876 -2.09872 -2.57228 -0.285 -0.526 0.022
H 3.70188 -1.23648 -2.77132 0.287 -0.080 0.088
H 3.33814 0.14058 -2.38273 0.291 0.245 0.160
H 1.35205 1.84436 -2.06685 0.565 -0.081 -0.297
H -2.03292 2.98806 1.38508 -0.088 0.407 0.205
H 0.55723 -1.13619 4.12871 -0.040 -0.076 -0.208
H 0.46354 -2.16077 2.09088 0.193 -0.063 -0.085
H -2.01316 -1.15315 -2.89833 0.635 0.146 -0.314
H 0.90286 2.56377 -0.01695 0.043 0.024 -0.004
H -2.37626 0.86603 1.67278 0.082 0.252 0.054
H -1.35619 -0.34667 -0.80780 -0.518 -0.018 -0.151
H 1.13153 -1.44550 -1.44661 0.084 0.151 -0.046
H -0.69122 2.43126 1.10226 -0.276 0.354 0.251
H 1.49114 -1.81631 -2.86822 -0.377 0.369 -0.316
H 1.23115 3.13930 1.30786 0.148 0.245 0.037
H 0.56104 1.17101 -0.94768 -0.260 -1.531 -0.345
H -0.06395 0.34663 4.34041 0.045 0.070 -0.057
H 2.36041 -0.30863 -3.97926 0.151 -0.036 -0.412
H 0.46723 -1.21673 0.54182 0.594 -0.536 0.221
H -2.20176 -0.29159 3.68835 -0.459 -0.442 -0.203
H -2.36316 1.19976 -0.61263 -0.699 -0.554 -0.282
H -1.45742 -1.97897 3.40563 -1.064 0.105 -0.158
H 1.20088 0.23845 -3.20630 -0.078 -0.717 -0.237
```
Positions in Å, forces in eV/Å.



Entry 4:
C16H24CaCl2CsF2IK2LiNO6 | wB97M-V/def2-TZVPD

Values from the calculation:
Gap between HOMO and LUMO, eV: 2.171
Net charge: +2
E_LUMO, eV: -6.63

```
57
Properties=species:S:1:pos:R:3:forces:R:3
Cs 0.42207 -1.62698 0.59932 3.114 -3.060 -2.797
I -3.51846 -2.30510 0.43681 2.570 2.524 1.511
Ca 8.87153 -1.01897 -2.66322 -1.405 2.447 -1.497
K -5.22351 -3.86024 -0.89522 -2.252 -1.242 -1.453
K 3.77151 3.61185 -1.74866 1.924 1.066 -1.353
Cl -1.75662 -2.67073 3.25415 0.500 1.343 -0.397
Cl -2.30545 0.73050 -3.58812 0.169 -0.132 -0.297
F -2.50962 2.16594 2.43633 0.455 -0.506 -0.137
F 4.07681 -1.82452 -2.27552 -0.883 0.545 -0.588
O -5.89092 -0.59702 -0.92254 0.211 0.420 -0.180
O -0.72659 2.43052 0.31999 0.256 0.099 -0.477
O 6.18711 -4.14021 1.30547 -0.073 0.128 0.089
O -6.80583 -1.60752 0.75841 -0.069 -1.887 0.459
O 6.55006 -0.14625 -1.40605 1.791 -0.661 -0.805
O 5.60771 -2.03185 -0.51501 -0.732 0.420 0.817
N -1.02590 1.24548 0.93869 1.105 -0.141 -0.483
C -2.16551 -0.83666 1.12924 0.646 -0.166 3.163
C 3.78331 0.50848 -0.44402 -0.167 -0.238 -0.040
C -7.34093 0.65714 0.65316 0.069 0.405 0.112
C 0.26127 2.29058 -0.77521 0.581 -0.312 0.450
C 1.74465 2.09878 -0.33942 -0.484 -1.002 0.345
C -0.38537 1.02532 2.07710 -0.467 -0.168 2.238
C -4.17251 1.09357 -0.33709 0.209 0.289 -0.220
C -2.72138 0.68186 -0.74987 -0.293 0.841 0.838
C 7.90943 -1.89094 -0.44809 -0.245 0.042 1.084
C 6.50588 -1.32148 -0.82212 0.746 0.222 -0.055
C -0.54947 -0.12219 2.84995 -1.972 -1.629 -0.344
C -5.24170 0.63644 -1.31052 0.486 0.036 -0.756
C -1.93140 0.40110 0.44778 -1.682 -1.928 0.426
C 2.28471 0.68355 -0.63578 0.606 1.003 -0.469
C -1.44869 -1.13820 2.39623 -2.221 2.705 -0.981
C -6.65607 -0.57448 0.17719 -0.138 0.616 -0.265
Li -0.05709 -4.96117 3.59054 0.218 -0.043 0.064
H 1.83057 0.01369 0.04861 0.009 0.143 0.101
H 8.46357 -1.98068 -1.36256 0.311 -2.372 1.719
H -8.40934 0.53856 0.50525 -0.152 -0.106 -0.120
H 8.43464 -1.21082 0.23178 0.113 0.106 -0.204
H 5.54180 -3.61943 0.80671 0.251 -0.136 0.011
H 7.87068 -2.88071 0.01276 -0.310 -0.185 -0.026
H 1.88266 2.29138 0.72297 -0.086 0.305 0.156
H -4.76889 0.44462 -2.27129 0.002 -0.204 -0.143
H -4.37980 0.84077 0.70054 -0.144 -0.040 0.152
H 4.15406 -0.37204 -0.99934 -0.319 -0.211 -0.252
H 0.15820 3.20873 -1.33623 -0.462 0.183 0.022
H -5.96155 1.42073 -1.50490 -0.320 -0.013 0.182
H -2.29047 1.53247 -1.25008 0.065 -0.092 -0.436
H -4.16559 2.17696 -0.38196 -0.067 0.192 0.280
H -0.03633 1.46008 -1.41211 -0.239 0.003 -0.229
H 2.42611 2.76760 -0.84845 -2.072 -0.664 0.997
H -7.18482 0.71471 1.72422 0.034 0.060 0.165
H 0.26848 1.78219 2.46811 0.020 0.404 -0.327
H -7.02403 1.57978 0.19392 0.046 0.157 -0.077
H 4.03449 0.36580 0.60412 0.153 0.228 0.189
H 4.34986 1.34944 -0.83342 0.318 0.228 -0.009
H 2.01075 0.40978 -1.65406 -0.067 -0.285 -0.112
H -2.69515 -0.14942 -1.45003 0.061 -0.053 -0.160
H -0.05290 -0.27081 3.79153 0.283 0.312 0.120
```
Positions in Å, forces in eV/Å.



Repeat the third record exactly.
C4H25N2O8 | wB97M-V/def2-TZVPD

Values from the calculation:
Gap between HOMO and LUMO, eV: 9.031
Net charge: -1
Energy relative to the best compared isomer or geometry (same formula, charge and spin), kJ/mol: 107.8
E_LUMO, eV: 3.09

```
39
Properties=species:S:1:pos:R:3:forces:R:3
O -1.13822 3.08431 1.72975 0.066 -0.623 -0.356
O 1.38973 0.93475 -1.73774 -0.638 1.159 0.436
O 1.59622 3.07325 0.41920 0.228 0.282 0.264
O -0.43256 1.34232 -0.15687 0.070 0.093 0.001
O 1.48978 -2.16756 -1.96984 0.290 -0.804 0.647
O 1.40101 -0.40887 -3.94976 -0.216 0.642 -0.291
O 4.02794 -0.33205 -2.88775 -0.521 -0.125 0.205
O -2.29035 -2.04073 -3.14567 -0.349 0.374 0.290
N -0.29937 -0.63751 4.32872 -0.212 0.205 0.363
N -1.97941 0.11736 1.13279 -0.734 -1.671 -1.009
C -0.13865 -1.70285 1.31505 -0.455 1.665 -1.528
C -1.36709 -0.89396 3.33554 1.675 0.378 0.034
C -0.90987 -0.50186 1.89581 -0.079 -0.064 1.559
C -1.60066 0.53815 -0.20830 1.859 1.047 0.976
H -0.71597 -2.43608 0.75320 -0.395 -0.139 0.440
H -0.17680 0.29186 2.05901 0.435 -0.128 0.047
H -3.05876 -2.09872 -2.57228 -0.285 -0.526 0.022
H 3.70188 -1.23648 -2.77132 0.287 -0.080 0.088
H 3.33814 0.14058 -2.38273 0.291 0.245 0.160
H 1.35205 1.84436 -2.06685 0.565 -0.081 -0.297
H -2.03292 2.98806 1.38508 -0.088 0.407 0.205
H 0.55723 -1.13619 4.12871 -0.040 -0.076 -0.208
H 0.46354 -2.16077 2.09088 0.193 -0.063 -0.085
H -2.01316 -1.15315 -2.89833 0.635 0.146 -0.314
H 0.90286 2.56377 -0.01695 0.043 0.024 -0.004
H -2.37626 0.86603 1.67278 0.082 0.252 0.054
H -1.35619 -0.34667 -0.80780 -0.518 -0.018 -0.151
H 1.13153 -1.44550 -1.44661 0.084 0.151 -0.046
H -0.69122 2.43126 1.10226 -0.276 0.354 0.251
H 1.49114 -1.81631 -2.86822 -0.377 0.369 -0.316
H 1.23115 3.13930 1.30786 0.148 0.245 0.037
H 0.56104 1.17101 -0.94768 -0.260 -1.531 -0.345
H -0.06395 0.34663 4.34041 0.045 0.070 -0.057
H 2.36041 -0.30863 -3.97926 0.151 -0.036 -0.412
H 0.46723 -1.21673 0.54182 0.594 -0.536 0.221
H -2.20176 -0.29159 3.68835 -0.459 -0.442 -0.203
H -2.36316 1.19976 -0.61263 -0.699 -0.554 -0.282
H -1.45742 -1.97897 3.40563 -1.064 0.105 -0.158
H 1.20088 0.23845 -3.20630 -0.078 -0.717 -0.237
```
Positions in Å, forces in eV/Å.



net charge of number 2 (C2H6OS)? -1